No. 1
# C7H14N2

A cluster of 2 separate species, C7H14N2 in total in a non-equilibrium geometry (the ωB97M-V functional and the def2-TZVPD basis, OMol25).

```
23
Properties=species:S:1:pos:R:3:nbo_charge:R:1
C 1.39 2.00 1.34 -0.468
C 2.70 1.37 0.88 -0.626
C 1.21 1.99 2.86 -0.694
H 1.30 3.01 0.93 0.181
H 0.60 1.38 0.93 0.207
H 3.56 1.76 1.44 0.183
H 0.62 2.87 3.17 0.194
H 2.78 1.51 -0.20 0.200
H 2.68 0.30 1.06 0.204
H 0.60 1.14 3.19 0.199
H 2.12 2.08 3.46 0.187
C -1.46 -0.45 -3.11 -0.643
C -1.27 -3.25 -0.91 0.062
C -1.65 -1.46 -2.00 0.054
C -2.13 -1.26 -0.74 -0.367
N -1.08 -2.71 -2.08 -0.505
N -1.93 -2.45 -0.08 -0.648
H -0.93 -4.23 -0.64 0.178
H -2.00 -2.55 0.93 0.282
H -2.76 -0.49 -0.33 0.195
H -2.24 -0.58 -3.86 0.199
H -0.48 -0.53 -3.56 0.216
H -1.62 0.55 -2.69 0.209
```

## Properties
**Total charge**: -1
**Calculated total energy**: -384.5821 a.u.
**Multiplicity**: 2
**F_max**: 0.0224 hartree/bohr
**HOMO level (spin up / spin down)**: 1.089 / -5.106 eV
**LUMO energy (spin up / spin down)**: 3.81 / 3.64 eV



No. 2
# C22H39BrN4SSi2V

A structure of composition C22H39BrN4SSi2V (the ωB97M-V functional and the def2-TZVPD basis, OMol25).

```
70
Properties=species:S:1:pos:R:3:nbo_charge:R:1
V 1.46 0.51 1.38 1.041
C -0.53 5.65 2.26 -1.121
Si 0.10 5.56 0.51 1.616
C 0.81 7.18 -0.06 -1.131
C -1.17 4.89 -0.67 -1.118
C 1.57 4.31 0.51 -0.429
C 2.86 4.67 0.11 -0.060
C 3.93 3.77 0.10 -0.222
C 3.72 2.48 0.50 0.080
N 2.49 2.11 0.90 -0.491
C 1.47 2.99 0.91 0.116
S 0.01 2.14 1.49 0.153
H -1.27 6.45 2.34 0.269
H 0.27 5.87 2.97 0.254
H -1.03 4.73 2.58 0.240
H 0.01 7.93 -0.07 0.272
H 1.21 7.13 -1.07 0.252
H 1.58 7.56 0.61 0.254
H -2.02 5.57 -0.72 0.267
H -1.55 3.91 -0.37 0.234
H -0.76 4.81 -1.68 0.252
H 3.05 5.69 -0.21 0.251
H 4.92 4.09 -0.21 0.264
H 4.50 1.73 0.52 0.239
C -2.33 -0.10 -1.29 -0.607
C -1.66 -1.26 -2.03 -0.665
C -2.76 -2.17 -2.62 -0.621
C -0.86 -0.65 -3.19 -0.613
Si -0.63 -2.38 -0.90 2.210
Br 1.42 -0.81 -0.58 -0.147
C 0.25 -3.87 -1.65 -0.664
C -0.77 -5.04 -1.57 -0.620
C 0.63 -3.66 -3.13 -0.611
C 1.54 -4.28 -0.92 -0.612
C -1.21 -2.54 0.91 -0.651
C -0.38 -3.53 1.74 -0.614
C -1.21 -1.21 1.67 -0.574
C -2.66 -3.06 0.84 -0.619
H -2.92 0.47 -2.02 0.236
H -1.60 0.59 -0.87 0.201
H -3.01 -0.41 -0.51 0.214
H -3.42 -1.55 -3.23 0.242
H -3.38 -2.65 -1.86 0.224
H -2.36 -2.95 -3.27 0.225
H -1.56 -0.13 -3.85 0.233
H -0.33 -1.38 -3.80 0.230
H -0.14 0.10 -2.85 0.208
H -1.71 -4.82 -2.07 0.226
H -0.99 -5.33 -0.54 0.218
H -0.33 -5.91 -2.06 0.246
H -0.24 -3.49 -3.77 0.219
H 1.11 -4.57 -3.49 0.237
H 1.33 -2.84 -3.27 0.215
H 1.39 -4.49 0.14 0.220
H 2.32 -3.54 -1.01 0.212
H 1.91 -5.20 -1.38 0.237
H 0.67 -3.23 1.81 0.206
H -0.42 -4.54 1.36 0.232
H -0.79 -3.55 2.76 0.228
H -0.18 -0.97 2.00 0.149
H -1.77 -1.33 2.60 0.248
H -1.62 -0.36 1.13 0.234
H -2.74 -3.99 0.28 0.234
H -3.35 -2.34 0.40 0.224
H -3.01 -3.26 1.85 0.239
N 2.07 -0.13 2.92 -0.712
C 2.24 -0.56 4.06 0.794
N 2.39 -0.94 5.16 -0.402
C 2.61 -1.63 6.25 0.370
N 2.79 -2.23 7.22 -0.162
```

## Properties
**Total charge**: +2
**Calculated total energy**: -5575.4148 a.u.
**Multiplicity**: 2
**F_max**: 0.0120 hartree/bohr
**HOMO level (spin up / spin down)**: -15.349 / -15.416 eV
**LUMO energy (spin up / spin down)**: -8.86 / -8.01 eV



No. 3
# C4H14NSi

A structure of composition C4H14NSi in a non-equilibrium geometry (the ωB97M-V functional and the def2-TZVPD basis, OMol25).

```
20
Properties=species:S:1:pos:R:3:nbo_charge:R:1
C 1.96 -0.84 1.17 -0.713
C -0.16 -1.54 1.93 -0.702
C 0.62 -1.11 0.80 0.336
C 0.01 -0.78 -0.38 -0.722
N -0.91 1.60 -0.63 -1.107
Si -1.17 1.84 -2.45 1.049
H 2.52 -0.23 0.43 0.245
H 2.52 -1.82 1.06 0.295
H 2.13 -0.50 2.23 0.265
H -1.21 -1.76 1.67 0.236
H 0.22 -2.44 2.49 0.276
H -0.26 -0.67 2.66 0.264
H -0.87 -1.27 -0.69 0.255
H 0.71 -0.70 -1.24 0.253
H -0.26 0.48 -0.34 0.405
H -0.31 2.32 -0.39 0.394
H -1.72 1.84 -0.08 0.421
H -1.23 0.45 -2.64 -0.180
H -0.19 2.48 -3.30 -0.128
H -2.39 2.66 -2.30 -0.142
```

## Properties
**Total charge**: +1
**Calculated total energy**: -504.7173 a.u.
**F_max**: 0.0801 hartree/bohr
**HOMO level**: -13.967 eV
**LUMO energy**: -3.95 eV



No. 4
# C8H7N3

The molecule C8H7N3 in a non-equilibrium geometry (the ωB97M-V functional and the def2-TZVPD basis, OMol25).

```
18
Properties=species:S:1:pos:R:3:nbo_charge:R:1
C -2.79 -0.03 0.04 -0.211
C -2.09 1.13 -0.32 -0.198
C -0.69 1.14 -0.28 -0.201
C 0.03 -0.01 -0.05 -0.054
C 1.49 0.07 -0.02 0.054
C 2.37 0.97 0.48 -0.108
N 3.67 0.58 0.25 -0.237
N 3.58 -0.61 -0.26 -0.049
N 2.35 -0.98 -0.39 -0.322
C -0.68 -1.23 0.17 -0.217
C -2.00 -1.19 0.29 -0.196
H -3.93 -0.03 0.07 0.227
H -2.61 2.10 -0.46 0.218
H -0.23 2.09 -0.42 0.218
H 2.20 1.95 0.96 0.221
H 2.06 -1.79 -1.01 0.424
H -0.12 -2.13 0.28 0.214
H -2.60 -2.05 0.68 0.217
```

## Properties
**Total charge**: 0
**Calculated total energy**: -473.2726 a.u.
**SMILES**: c1ccc(-c2cnn[nH]2)cc1
**F_max**: 0.0885 hartree/bohr
**HOMO level**: -8.912 eV
**LUMO energy**: 0.58 eV



No. 5
# C2H4N2S2

The molecule C2H4N2S2 in a non-equilibrium geometry (the ωB97M-V functional and the def2-TZVPD basis, OMol25).

```
10
Properties=species:S:1:pos:R:3:nbo_charge:R:1
N -1.45 1.07 -0.08 -0.786
C -0.80 -0.11 -0.04 0.271
S -1.65 -1.53 -0.03 -0.197
N 0.58 0.05 -0.03 -0.612
C 1.56 -0.93 0.00 -0.049
S 3.17 -0.50 -0.04 -0.079
H -2.48 1.03 0.02 0.421
H -1.07 1.93 0.27 0.390
H 0.93 0.96 -0.13 0.405
H 1.20 -1.96 0.05 0.236
```

## Properties
**Total charge**: 0
**Calculated total energy**: -984.4985 a.u.
**SMILES**: NC(=S)NC=S
**F_max**: 0.0328 hartree/bohr
**HOMO level**: -8.823 eV
**LUMO energy**: -0.51 eV



No. 6
# C5H14N2O

The molecule C5H14N2O (the ωB97M-V functional and the def2-TZVPD basis, OMol25).

```
22
Properties=species:S:1:pos:R:3:nbo_charge:R:1
C 0.83 0.88 -2.71 -0.642
C 0.34 1.56 -1.42 -0.213
N -0.46 0.71 -0.55 -0.648
C 0.22 -0.51 -0.12 -0.223
C -0.46 -1.15 1.10 -0.082
N 0.35 -2.28 1.54 -0.835
C -0.68 -0.13 2.23 -0.069
O -1.71 0.80 1.98 -0.742
H 0.93 1.58 -3.55 0.216
H 1.83 0.45 -2.62 0.210
H 0.12 0.12 -3.03 0.205
H -0.30 2.40 -1.69 0.195
H 1.19 1.95 -0.86 0.190
H -1.31 0.47 -1.04 0.359
H 1.25 -0.25 0.17 0.180
H 0.29 -1.27 -0.90 0.186
H -1.42 -1.52 0.77 0.183
H -0.11 -2.74 2.31 0.364
H 1.29 -2.00 1.77 0.356
H -1.01 -0.69 3.11 0.175
H 0.29 0.36 2.37 0.147
H -1.46 1.25 1.15 0.489
```

## Properties
**Total charge**: 0
**Calculated total energy**: -383.6417 a.u.
**SMILES**: CCNC[C@@H](N)CO
**F_max**: 0.0134 hartree/bohr
**HOMO level**: -8.959 eV
**LUMO energy**: 0.98 eV



In kJ/mol, the energy relative to the best compared isomer or geometry (same formula, charge and spin) values for the records above are, in order, 10.6; 0.0; 245.7; 148.3; 42.9; 155.0.